Record 1
Density functional theory data (ωB97M-V/def2-TZVPD) for a 3-piece molecular cluster, C5H9NO overall.

Results
frontier orbital gap = 0.302 Ha
relative energy (zero: lowest compared OMol25 entry of this formula, charge and spin) = 164.1 kcal/mol

XYZ file:
```
16
C5H9NO | OMol25 | ωB97M-V/def2-TZVPD
H 1.834 0.467 -1.636
H -2.150 -0.224 1.311
C 1.818 0.320 -0.552
H 0.030 -1.387 1.707
C 0.466 -0.145 -0.082
C -0.823 0.398 -0.340
C -1.246 0.364 1.122
H -0.346 -1.034 -1.837
C 0.117 -0.343 1.396
H 2.074 1.272 -0.070
H 0.782 0.183 2.091
N -1.510 0.009 -1.410
H 0.285 -1.208 -1.201
H -1.336 1.339 1.606
H 2.589 -0.409 -0.283
O -2.583 0.398 -1.822
```

=====

Record 2
Density functional theory data (ωB97M-V/def2-TZVPD) for C29H26BCsF2NOS2 as an isolated structure.

Results
frontier orbital gap = 0.191 Ha
relative energy (zero: lowest compared OMol25 entry of this formula, charge and spin) = 5.0 kcal/mol
charge = -1

XYZ file:
```
63
C29H26BCsF2NOS2 | OMol25 | ωB97M-V/def2-TZVPD
F -0.367 -1.155 5.607
C 3.833 -5.912 -0.753
O 3.094 -1.933 0.655
C 0.756 -2.536 -0.398
H -2.948 -3.313 0.235
H 3.439 -4.385 0.726
C -1.458 -2.854 -1.242
C 3.001 -3.734 -1.261
H 0.223 -2.334 -2.474
H 4.817 6.820 0.230
C 3.816 -6.224 -2.108
H -1.345 -3.197 2.141
C -0.128 -2.556 -1.472
C -4.099 1.027 -0.010
C 3.081 5.555 0.203
C -2.317 4.063 -1.509
H -4.625 0.826 -2.121
C 3.425 -4.660 -0.322
Cs 1.755 0.558 2.124
C 2.997 -4.022 -2.614
S 0.301 5.048 -0.972
H 5.127 3.147 2.379
H -3.539 0.611 2.059
H -5.091 -0.557 -1.119
C -1.016 -3.051 1.120
C 1.139 4.038 0.225
H 2.508 6.250 -0.404
C 2.524 4.343 0.641
H -4.209 3.130 -1.735
C -4.316 0.197 -1.284
C -1.089 4.021 -0.855
H -5.280 2.319 1.277
C -1.792 2.045 0.362
H -2.537 4.838 -2.233
C -3.257 3.094 -1.218
C -0.826 3.012 0.073
C 4.512 3.802 1.761
H -6.185 0.969 0.576
C -3.711 0.077 1.123
H -5.780 2.371 -0.416
S 2.471 -2.115 -0.686
H 2.689 -3.268 -3.329
H -4.521 -0.637 1.290
C -3.018 2.074 -0.278
F -0.429 -2.886 4.229
H 4.165 -6.646 -0.031
H 6.116 5.233 1.634
C -5.413 1.717 0.376
H 4.137 -7.203 -2.439
H -2.812 -0.496 0.894
C 4.377 5.886 0.557
H 1.015 -2.704 1.733
C 0.329 -2.773 0.895
C 5.096 4.991 1.345
H 3.403 -5.522 -4.093
C -1.901 -3.104 0.055
H -2.155 -2.873 -2.071
B -0.060 -1.549 4.328
H -3.393 -0.314 -1.566
C 3.402 -5.282 -3.038
N 0.428 3.049 0.655
C 3.197 3.396 1.446
H -1.556 1.288 1.098
```

=====

Record 3
Density functional theory data (ωB97M-V/def2-TZVPD) for a 2-piece molecular cluster, CH5NO2S overall.

Results
frontier orbital gap (spin up / spin down) = 0.350 / 0.250 Ha
relative energy (zero: lowest compared OMol25 entry of this formula, charge and spin) = 100.9 kcal/mol

XYZ file:
```
10
CH5NO2S | OMol25 | ωB97M-V/def2-TZVPD
C 0.463 -0.959 -0.589
H -0.076 -1.619 0.031
H 1.006 -1.597 -1.282
S -0.914 1.845 0.687
N -1.074 0.755 1.948
H 1.388 -0.634 0.041
H -0.359 0.816 2.720
O 0.223 2.712 0.973
H -1.506 -0.049 1.475
O -0.253 0.085 -1.187
```

=====

Record 4
Density functional theory data (ωB97M-V/def2-TZVPD) for C42H52Cl2N2NdO6P2Si as an isolated structure.

Results
frontier orbital gap (spin up / spin down) = 0.260 / 0.261 Ha
⟨S²⟩ = 3.7530
spin multiplicity = 4
charge = -1

XYZ file:
```
108
C42H52Cl2N2NdO6P2Si | OMol25 | ωB97M-V/def2-TZVPD
C 0.114 3.732 -3.158
H -3.718 3.650 3.501
C -4.673 3.510 -1.281
H -5.157 2.380 -3.038
H -5.356 2.935 -0.644
H -3.214 -1.073 -1.439
O -3.369 2.931 -1.205
H -1.525 -1.593 6.424
O -0.340 2.035 1.108
H 4.630 -3.597 1.989
C 3.763 -0.277 -5.736
C 3.654 -1.715 2.347
C -1.426 4.759 1.334
O -2.204 3.604 1.477
C -1.758 3.992 -4.638
H -5.426 -1.633 -0.376
H 0.135 5.920 2.254
C 3.332 1.257 -3.945
H -1.086 0.726 -4.068
C 0.011 2.343 -3.212
C -5.140 3.422 -2.728
H -5.240 -2.466 -1.932
C -3.367 1.566 1.236
H -2.647 2.167 -5.328
H -1.507 4.564 -0.814
H 0.385 4.162 2.332
C 1.494 -3.276 -1.960
C -4.573 4.940 -0.775
N -0.332 -2.816 -0.487
H -6.136 3.848 -2.836
H -1.452 -4.057 -3.403
H -1.872 4.457 5.252
C 2.612 -0.972 -5.402
H 0.883 4.184 -2.547
H 2.556 -3.215 -2.146
H 4.357 -1.410 3.115
H 3.618 2.134 -3.378
C -2.291 2.447 4.568
H -4.869 0.087 -3.708
Cl 0.030 0.221 4.911
H -2.305 1.452 5.033
Si 1.084 1.167 -2.104
C -1.801 -0.668 3.136
C -2.600 -1.795 2.773
O -1.395 2.443 3.478
C -0.992 1.801 -4.019
H 0.939 -1.107 -4.072
C 0.623 -3.695 -2.947
H -0.679 3.238 5.738
C 0.986 -2.860 -0.730
H -3.927 5.515 -1.437
Nd -0.416 -0.019 0.160
C -1.360 -0.730 4.491
H -3.704 -3.540 3.304
H -4.288 3.050 5.081
C -1.739 3.433 5.597
H 0.990 -3.978 -3.925
H -6.252 -1.012 -1.812
H 2.485 0.044 2.552
C -4.146 -0.619 -1.791
H -4.076 2.359 1.453
C 2.928 -3.301 0.720
H -4.439 3.955 -3.366
P -1.595 1.931 1.941
C -3.986 -0.394 -3.286
C -0.352 4.956 2.405
H -5.558 5.400 -0.730
H -0.663 5.625 -3.788
H -2.208 -3.248 -1.199
C -0.754 4.549 -3.863
H -4.202 1.954 3.696
C 2.590 -0.890 2.003
C 4.124 0.840 -4.999
H -2.453 4.632 -5.172
C -1.866 2.612 -4.721
H 2.328 -1.846 -5.976
P -3.122 1.516 -0.543
C 2.163 0.577 -3.599
N -1.470 0.208 2.202
H -4.121 4.929 0.215
H -2.136 5.607 1.424
C 1.886 -2.446 0.366
H -0.611 -0.833 -2.350
O -1.827 1.016 -1.035
C -1.150 -3.267 -1.431
H -3.113 0.233 -3.443
C -5.343 -1.495 -1.453
H -3.824 -1.347 -3.788
H 5.030 1.382 -5.245
O -4.354 0.629 -1.113
C -3.102 -2.716 3.658
Cl -2.824 -1.937 1.046
H 3.017 -4.263 0.231
C -3.724 2.801 4.183
C 1.826 -0.555 -4.342
H -0.392 5.832 -0.240
C 3.818 -2.936 1.712
C -0.779 4.830 -0.052
H -3.753 0.611 1.590
H 4.383 -0.607 -6.560
C -1.884 -1.618 5.404
C -2.809 -2.578 5.009
H -0.787 4.931 3.399
H -2.253 3.309 6.550
C 1.653 -1.200 0.997
H -3.241 -3.247 5.738
C -0.732 -3.731 -2.665
H 0.036 4.112 -0.099
```

=====

Record 5
Density functional theory data (ωB97M-V/def2-TZVPD) for C38H46P2SiZn as an isolated structure.

Results
frontier orbital gap = 0.133 Ha

XYZ file:
```
88
C38H46P2SiZn | OMol25 | ωB97M-V/def2-TZVPD
P 0.719 1.153 -3.549
H -0.092 0.940 6.830
C 2.977 1.208 -5.333
H -1.375 4.721 4.494
H 0.260 3.241 -5.583
H -3.110 2.032 1.852
C -1.911 -3.982 -5.020
C -1.434 4.030 5.354
H 2.508 -0.615 -3.165
H 3.379 0.372 -4.769
C 1.092 1.323 -0.832
C 1.570 1.818 -2.059
H 3.130 3.061 1.287
H 0.768 -1.049 7.640
C 1.648 1.762 0.366
C -2.808 -2.733 -1.773
H 0.291 0.565 -0.813
C 1.443 -0.522 -3.438
C 0.680 -1.615 -3.688
H 2.373 -2.205 3.023
C -3.126 -3.638 -0.761
H 2.777 1.776 3.968
H -0.456 3.539 5.486
H 0.217 1.949 4.658
C -1.493 -2.688 -2.279
H 2.233 -1.089 6.676
H -1.524 1.347 2.115
H -3.568 -2.057 -2.178
H -5.335 3.207 4.971
H -0.069 -5.087 -0.337
C -1.316 -2.714 -5.105
C 3.708 1.667 -6.436
C 0.986 1.257 5.005
H -4.542 4.009 6.406
C 0.688 -2.047 4.367
H 1.692 1.225 7.021
C 3.203 2.709 -7.218
H -0.395 -2.835 -8.420
H -2.924 0.354 2.152
C -0.793 -2.304 -6.352
C 1.751 1.788 -4.976
C -0.806 -3.160 -7.457
Si -2.874 2.854 5.002
C 2.142 0.977 4.343
H 3.090 -0.760 5.133
C 1.237 2.814 -5.803
H 4.669 1.207 -6.685
C -2.146 -4.491 -0.237
C -2.471 1.188 1.590
H -0.012 -2.712 3.832
C 3.164 3.191 -0.873
H -1.659 4.636 6.250
H 1.567 4.088 -7.531
C -0.506 -3.518 -1.738
C 1.962 3.281 -6.904
C -2.921 1.202 5.931
H -1.399 -5.108 -8.204
P -1.152 -1.527 -3.657
C -1.375 -4.438 -7.342
H -4.399 4.746 4.748
H -0.361 -1.308 -6.459
H -2.360 -5.849 -6.022
H 1.126 -2.595 -3.940
H -2.371 -4.306 -4.087
H 1.267 1.394 1.325
H 3.589 -0.311 3.540
H -3.631 0.523 5.421
C 2.588 2.776 -2.081
C 2.693 2.700 0.351
C -4.472 3.804 5.322
C -0.842 -4.429 -0.734
H -2.400 -5.198 0.556
C -1.916 -4.853 -6.119
H 2.926 3.173 -3.041
H 3.775 3.075 -8.074
H 3.988 3.905 -0.909
H -0.590 -2.055 6.030
C 1.715 -1.431 3.472
H 0.520 -3.472 -2.101
H -1.948 0.682 5.981
C 2.690 -0.397 4.171
C 0.906 0.711 6.416
C 1.152 -0.840 6.625
H -4.147 -3.684 -0.384
Zn -2.086 0.916 -0.462
H -3.301 1.382 6.949
H 1.169 -0.942 2.629
C 0.385 -1.716 5.639
```

=====

Record 6
Density functional theory data (ωB97M-V/def2-TZVPD) for C4H7OPm as an isolated structure.

Results
frontier orbital gap (spin up / spin down) = 0.218 / 0.284 Ha
⟨S²⟩ = 6.1938
relative energy (zero: lowest compared OMol25 entry of this formula, charge and spin) = 0.0 kcal/mol
spin multiplicity = 5
charge = +2

XYZ file:
```
13
C4H7OPm | OMol25 | ωB97M-V/def2-TZVPD
C 3.019 0.061 0.006
C 2.820 -1.067 0.928
H 3.717 0.853 0.274
H 0.587 -1.000 -0.656
H 2.553 -2.040 0.517
O -0.594 0.010 0.642
H 3.373 -1.091 1.866
C 1.750 0.032 0.867
H 1.676 0.726 1.704
H 2.898 -0.110 -1.064
C 0.522 -0.300 0.198
Pm -3.134 0.181 -0.066
H -2.707 0.287 -1.999
```

=====

no.,energy (eV),strongest force on any atom (hartree/bohr)
1,-8862.096,0.00617
2,-62364.470,0.00435
3,-17534.569,0.05574
4,-126444.851,0.09509
5,-115017.046,0.03833
6,-22841.962,0.06184